# C20H14N4O3

One molecule with the formula C20H14N4O3 (ωB97M-V/def2-TZVPD, the Open Molecules 2025 dataset).

Last column: Mulliken charge in e.
Element x y z (Å)
O (-5.708, -2.304, -0.291)  -0.62
N (-5.628, -1.117, -0.050)  1.00
O (-6.578, -0.399, 0.185)  -0.62
C (-4.319, -0.522, -0.041)  0.02
C (-3.205, -1.315, -0.301)  -0.49
C (-1.952, -0.742, -0.290)  -0.47
C (-1.804, 0.619, -0.020)  0.47
C (-2.930, 1.404, 0.232)  -0.57
C (-4.187, 0.838, 0.223)  -0.53
H (-5.073, 1.424, 0.417)  0.49
H (-2.792, 2.454, 0.432)  0.47
C (-0.471, 1.235, -0.005)  -0.10
N (-0.406, 2.543, 0.016)  -0.56
C (0.821, 3.106, 0.005)  -0.27
C (0.919, 4.511, 0.018)  -0.40
C (2.146, 5.115, 0.008)  -0.45
C (3.315, 4.344, -0.015)  -0.85
C (3.247, 2.974, -0.029)  -0.39
C (2.005, 2.323, -0.020)  1.05
C (1.793, 0.898, -0.021)  0.56
N (0.575, 0.394, -0.016)  -0.38
N (2.860, 0.064, -0.035)  0.01
C (2.907, -1.330, 0.009)  0.23
C (1.836, -2.119, 0.421)  -0.20
C (1.958, -3.492, 0.457)  -0.80
C (3.151, -4.108, 0.090)  0.86
C (4.227, -3.322, -0.306)  -0.54
C (4.105, -1.947, -0.344)  -0.82
H (4.950, -1.348, -0.653)  0.34
H (5.163, -3.788, -0.585)  0.28
O (3.221, -5.465, 0.141)  -0.55
H (4.095, -5.761, -0.138)  0.27
H (1.134, -4.110, 0.774)  0.41
H (0.916, -1.644, 0.714)  0.57
H (3.759, 0.505, -0.162)  -0.02
H (4.169, 2.408, -0.041)  0.29
H (4.276, 4.836, -0.020)  0.39
H (2.223, 6.192, 0.017)  0.39
H (0.003, 5.080, 0.036)  0.47
H (-1.074, -1.333, -0.498)  0.55
H (-3.344, -2.365, -0.508)  0.50

Calculated values
spin multiplicity = 1
relative energy (zero: lowest compared OMol25 entry of this formula, charge and spin) = 0.0 kJ/mol
E = -33068.572 eV
SMILES = O=[N+]([O-])c1ccc(-c2nc(Nc3ccc(O)cc3)c3ccccc3n2)cc1
HOMO = -8.0 eV
strongest force on any atom = 1.4 eV/A